# 1
{
  "formula": "C4H11N3O2",
  "method": "wB97M-V/def2-TZVPD",
  "elements": ["H", "N", "H", "H", "N", "H", "N", "C", "H", "H", "H", "H", "H", "O", "O", "H", "C", "H", "C", "C"],
  "xyz": [[-3.569, -0.542, 0.808], [-0.880, 1.330, -0.998], [0.564, -1.475, -0.356], [0.071, 1.674, -1.036], [-0.395, 2.122, 1.059], [0.596, 1.710, 1.292], [-1.720, 0.110, 0.917], [1.512, -1.550, -0.054], [1.810, -2.794, -0.286], [3.788, -0.044, -1.631], [1.173, -1.674, 0.945], [-0.620, 2.546, 1.966], [-2.722, -0.927, -0.592], [3.335, -0.794, -1.295], [2.122, 0.691, 0.001], [-2.242, -1.902, 0.583], [-2.593, -0.888, 0.454], [-1.504, 1.776, -1.786], [-1.135, 1.062, 0.358], [2.410, -0.431, -0.350]],
  "atomic_forces_ev_per_a": [[-0.08, -1.22, 0.49], [-1.04, -0.28, -3.21], [-3.49, 1.03, -2.70], [-0.36, 0.47, -0.32], [3.29, -1.04, 1.50], [-2.21, 0.96, -0.96], [0.99, 1.13, 1.62], [2.99, -6.14, 1.41], [-0.30, 4.05, 0.17], [0.73, 1.45, -0.35], [0.81, 0.53, 1.73], [-1.08, -1.02, -0.44], [-0.08, 0.51, -1.98], [-1.03, -0.70, 1.52], [1.33, -0.35, -0.22], [-0.22, -0.27, 1.41], [-0.53, 0.71, -1.12], [1.36, -1.41, 2.84], [-0.02, 1.45, 0.20], [-1.05, 0.14, -1.58]],
  "nbo_charge": [0.22, -0.93, 0.26, 0.40, -0.92, 0.39, -0.48, -0.74, 0.21, 0.49, 0.26, 0.39, 0.17, -0.67, -0.60, 0.21, -0.44, 0.41, 0.59, 0.80],
  "smiles": "CN=C(N)N.CC(=O)O",
  "gap_ev": 9.141,
  "multiplicity": 1
}

=====

# 2
{
  "formula": "C4H11N3O2",
  "method": "wB97M-V/def2-TZVPD",
  "elements": ["N", "O", "H", "H", "H", "O", "C", "C", "H", "H", "H", "H", "N", "H", "C", "H", "N", "H", "C", "H"],
  "xyz": [[-1.904, 1.815, -1.014], [-0.819, -2.140, 1.027], [0.079, 2.838, -0.029], [1.197, -1.348, 3.036], [-1.988, -0.605, -2.001], [0.865, -3.580, 1.231], [1.315, -1.364, 1.948], [-0.862, 0.976, -1.309], [0.943, -0.396, 1.656], [1.736, 2.221, -0.203], [-0.400, -1.000, -1.511], [0.926, 3.251, -1.469], [-1.187, -0.377, -1.447], [2.375, -1.607, 1.767], [0.287, -2.362, 1.422], [-2.657, 1.346, -0.552], [0.440, 1.156, -1.303], [0.568, -4.085, 0.449], [0.806, 2.468, -0.740], [-1.719, 2.794, -0.958]],
  "atomic_forces_ev_per_a": [[0.65, -0.79, -0.80], [-0.18, 0.42, 0.54], [-0.20, 0.08, 0.52], [0.09, -0.11, 0.11], [-0.20, -0.19, -0.19], [0.95, -0.55, 0.01], [-0.91, -0.55, 1.28], [2.78, -2.29, 0.22], [0.42, 0.43, -0.51], [-0.09, 0.91, -0.17], [-0.02, 0.25, -0.10], [0.47, 0.25, -0.49], [-1.05, 0.86, 0.01], [-0.78, 0.17, -0.41], [1.02, -0.45, -1.68], [-0.39, 0.47, 0.22], [-2.37, 1.80, 0.14], [-0.58, 0.59, 0.71], [0.72, -1.45, 0.26], [-0.30, 0.15, 0.31]],
  "nbo_charge": [-0.85, -0.57, 0.16, 0.24, 0.37, -0.73, -0.73, 0.56, 0.25, 0.20, 0.40, 0.18, -0.82, 0.25, 0.80, 0.41, -0.56, 0.50, -0.45, 0.40],
  "smiles": "CN=C(N)N.CC(=O)O",
  "gap_ev": 9.075,
  "multiplicity": 1
}

=====

Short version: relative energy (zero: lowest compared OMol25 entry of this formula, charge and spin) = 3.739, 1.326 eV, in the order given.
Short version: highest occupied orbital energy = -8.499, -8.340 eV, in the order given.